Entry 1:
ORCA calculation (ωB97M-V with the def2-TZVPD basis set) on 2 unconnected molecules or ions with the total composition C6H10N2 at a distorted geometry.

Geometry (Å):
C: -0.965 -0.033 1.728
C: -0.834 -1.464 1.431
C: -1.495 -1.869 0.269
N: -2.271 -1.118 -0.618
C: -2.307 0.147 -0.253
C: -1.625 0.720 0.822
H: -0.232 0.579 2.431
H: -0.232 -2.101 1.906
H: -1.245 -2.825 -0.095
H: -3.098 0.491 -1.075
H: -1.643 1.820 0.788
C: 2.727 0.556 -1.014
N: 1.484 1.270 -0.816
H: 2.509 -0.581 -1.209
H: 3.264 0.966 -1.787
H: 3.461 0.385 -0.181
H: 1.674 2.177 -0.792
H: 0.830 0.880 -1.532

Forces on the atoms, in the same order (eV/Å):
3.2 -0.8 0.7
-3.5 4.9 -2.7
0.3 0.8 -0.4
2.3 -1.6 3.1
-3.1 -0.7 -3.3
-1.4 1.9 -1.2
-1.8 -1.8 -1.0
2.1 -2.3 2.0
-0.2 -1.3 -0.2
2.0 1.4 2.3
0.1 -0.5 0.7
-0.3 -4.0 1.7
-1.1 -6.0 0.1
0.2 2.1 -0.2
1.5 0.6 -2.1
-1.0 1.0 0.0
0.1 4.8 -0.4
0.6 1.5 1.0

The calculation puts the relative energy (zero: lowest compared OMol25 entry of this formula, charge and spin) at 2.794 eV. The electronic energy is -344.0340 a.u. The calculation puts the HOMO energy at -9.2 eV. As for the charge: 0. For the max |F|, the calculation gives 0.129 Eh/bohr. As for the SMILES: c1ccncc1.CN.

=====

Entry 2:
ORCA calculation (ωB97M-V with the def2-TZVPD basis set) on a molecular structure, H28O14 at a distorted geometry.

Geometry (Å):
H: -0.878 0.207 -0.663
H: -0.154 -0.169 0.573
H: -0.424 -0.183 4.337
H: 0.668 -1.107 5.043
H: -1.110 -4.034 1.009
H: -2.150 -4.540 1.997
H: -3.021 1.157 1.152
H: -1.995 1.900 1.945
H: 0.016 -2.900 -1.357
H: -1.491 -3.404 -1.084
H: 2.167 -0.108 -2.709
H: 2.732 -1.177 -1.880
H: 3.407 0.267 3.155
H: 1.970 0.120 2.918
H: 0.389 2.584 -0.643
H: 0.919 1.787 0.383
H: 2.699 -2.684 1.483
H: 2.032 -2.286 0.147
H: 3.171 0.932 0.990
H: 3.049 2.067 2.163
H: -5.368 0.980 -3.377
H: -5.270 1.229 -1.808
H: 3.943 2.434 -0.624
H: 3.403 1.160 -1.549
H: 0.623 3.242 -2.489
H: -0.224 4.675 -2.449
H: -3.705 -1.448 -3.319
H: -4.756 -0.828 -4.089
O: -0.578 0.542 0.105
O: 0.003 -0.487 5.166
O: -1.571 -3.787 1.828
O: -2.862 2.038 1.654
O: -0.768 -3.487 -1.675
O: 1.866 -0.778 -2.142
O: 2.742 -0.391 2.910
O: 0.525 1.699 -0.507
O: 2.924 -2.288 0.637
O: 2.606 1.594 1.386
O: -4.745 1.259 -2.674
O: 3.880 1.424 -0.748
O: -0.140 3.774 -2.092
O: -4.524 -0.981 -3.105

Forces on the atoms, in the same order (eV/Å):
-1.5 -1.8 -4.1
-0.1 -1.1 0.4
0.8 -0.8 0.7
1.7 -1.7 -1.0
-0.1 0.1 0.4
0.0 0.1 0.1
0.4 2.4 1.1
2.2 -0.1 0.6
-2.5 -1.4 -0.8
-0.9 0.5 1.0
0.1 1.6 -1.5
-1.1 0.1 0.0
0.0 -0.6 0.0
-1.9 1.0 -0.2
-0.5 4.2 -1.4
0.2 -0.6 -0.7
0.1 0.1 0.2
2.1 0.1 1.1
0.5 -0.1 -0.1
-0.7 -1.2 -1.9
0.5 0.4 1.1
1.0 0.0 -2.1
-0.7 -2.6 -0.8
0.0 0.9 0.5
-1.6 1.7 0.5
0.5 -0.8 -0.1
0.3 -0.3 0.8
0.0 -0.1 2.3
-6.1 -6.2 8.5
-2.5 2.5 0.3
0.2 -0.2 -0.5
-2.5 -2.2 -1.8
3.3 1.0 -0.3
1.0 -2.0 1.5
2.0 -1.5 1.0
8.1 5.4 -2.6
-2.2 -0.1 -1.6
-0.3 2.5 2.3
-1.8 1.7 1.5
1.1 1.5 -0.1
1.0 -0.7 -0.6
0.0 -1.7 -3.6

The calculation puts the relative energy (zero: lowest compared OMol25 entry of this formula, charge and spin) at 9.306 eV. The electronic energy is -1069.8590 a.u. The calculation puts the HOMO energy at -7.1 eV. As for the charge: 0. For the max |F|, the calculation gives 0.236 Eh/bohr.

=====

Entry 3:
ORCA calculation (ωB97M-V with the def2-TZVPD basis set) on 2 unconnected molecules or ions with the total composition C10H17FN3O3 at a distorted geometry.

Geometry (Å):
C: 4.870 -0.584 -0.211
C: 3.713 -1.377 0.305
O: 3.572 -2.548 0.132
O: 2.785 -0.678 1.067
C: 1.881 0.084 0.286
C: 0.689 0.399 1.179
C: -0.531 0.895 0.393
C: -1.888 0.512 0.996
C: -2.570 -0.681 0.337
F: -3.758 -0.899 1.017
C: -2.903 -0.255 -1.038
N: -3.165 0.072 -2.109
C: -1.840 -2.042 0.347
O: -0.632 -2.096 -0.366
C: -1.615 -2.434 1.740
N: -1.335 -2.791 2.792
H: 5.590 -1.271 -0.635
H: 5.314 -0.028 0.613
H: 4.538 0.150 -0.943
H: 1.570 -0.468 -0.603
H: 2.348 1.031 -0.013
H: 0.442 -0.536 1.677
H: 0.998 1.108 1.942
H: -0.497 1.989 0.423
H: -0.444 0.618 -0.662
H: -2.571 1.347 0.835
H: -1.837 0.364 2.071
H: -2.533 -2.774 -0.080
H: -0.594 -1.410 -1.038
N: -1.969 2.814 -2.089
H: -2.453 1.899 -2.069
H: -2.385 3.437 -1.393
H: -0.979 2.679 -1.876
H: -2.070 3.228 -3.019

Forces on the atoms, in the same order (eV/Å):
-0.1 0.2 0.3
0.0 -0.6 0.0
-0.1 0.2 0.1
0.0 0.0 -0.3
0.0 0.6 0.5
0.0 -0.8 -0.4
0.4 0.7 0.6
0.1 0.3 -0.4
-0.2 0.1 0.7
0.1 0.1 -0.4
-0.3 -0.6 -0.4
0.3 0.4 0.3
-0.3 -0.2 -0.4
0.2 0.2 0.3
0.5 -0.1 -0.1
-0.1 0.1 0.2
0.1 0.0 -0.2
0.1 0.0 0.1
0.0 0.0 -0.2
0.0 -0.1 -0.1
0.1 -0.1 -0.3
0.0 -0.1 0.1
-0.1 0.1 0.1
0.1 0.1 -0.2
-0.1 -0.1 -0.1
-0.2 0.0 0.2
0.1 -0.2 0.1
-0.2 0.1 0.0
-0.1 -0.1 -0.2
0.0 0.1 -0.1
-0.1 -0.2 -0.1
0.0 0.0 0.0
0.0 0.0 0.0
0.0 0.0 0.0

The electronic energy is -880.7897 a.u. The calculation puts the HOMO energy at -12.7 eV. As for the charge: +1. For the max |F|, the calculation gives 0.020 Eh/bohr.

=====

Entry 4:
ORCA calculation (ωB97M-V with the def2-TZVPD basis set) on a single C7H10N2S molecule at a distorted geometry.

Geometry (Å):
C: -1.769 1.902 0.053
C: 0.578 1.173 -0.275
C: -2.621 -0.372 -0.276
C: -0.262 -1.025 1.047
C: 0.712 -0.284 0.092
C: 2.138 -0.538 0.665
C: 0.397 -0.767 -1.350
N: -2.410 0.842 0.029
N: -0.464 1.956 -0.490
S: -1.764 -1.701 0.266
H: -2.228 2.792 0.467
H: 0.077 -1.870 1.662
H: -0.752 -0.459 1.825
H: 2.503 -1.580 0.264
H: 2.114 -0.561 1.890
H: 2.756 0.289 0.330
H: -0.554 -0.397 -1.779
H: 0.522 -1.861 -1.432
H: 1.118 -0.417 -2.165
H: -0.091 2.880 -0.823

Forces on the atoms, in the same order (eV/Å):
-0.2 0.9 -0.1
1.2 0.2 -0.1
-0.1 0.8 -0.6
-1.8 -0.4 0.7
-1.3 0.5 0.4
-0.3 -1.7 1.2
2.0 -0.4 -2.5
-0.8 -2.5 0.4
1.6 1.4 0.0
-0.3 -0.3 0.1
0.5 0.1 0.2
0.8 0.0 -0.7
0.5 1.1 0.3
-0.4 2.0 1.0
0.1 0.0 -3.2
0.4 -0.3 0.0
0.3 -0.6 0.7
-0.5 0.3 0.2
-0.4 -0.1 1.5
-1.2 -1.1 0.4

The calculation puts the relative energy (zero: lowest compared OMol25 entry of this formula, charge and spin) at 5.317 eV. The electronic energy is -780.2100 a.u. The calculation puts the HOMO energy (spin up / spin down) at -7.8 / -7.8 eV. As for the charge: 0. For the max |F|, the calculation gives 0.062 Eh/bohr.

=====

Entry 5:
ORCA calculation (ωB97M-V with the def2-TZVPD basis set) on a molecular structure, C10H6O at a distorted geometry.

Geometry (Å):
C: -1.600 -2.546 -0.164
C: -0.348 -2.373 0.064
C: -2.550 -0.455 0.027
C: -1.398 0.317 0.284
C: -3.544 0.545 -0.200
C: -1.974 1.564 0.333
C: -2.740 -1.885 -0.170
C: 0.502 -1.429 0.323
C: 0.013 0.035 0.485
C: 0.847 0.979 -0.384
O: -3.229 1.743 0.012
H: -3.646 -2.362 -0.552
H: 1.627 -1.544 0.492
H: 0.130 0.328 1.656
H: 1.763 1.278 0.166
H: 0.285 2.004 -0.697
H: 1.087 0.461 -1.249

Forces on the atoms, in the same order (eV/Å):
1.7 0.3 0.6
-2.0 -0.2 -0.4
-0.1 0.7 -0.9
-2.7 -1.5 -0.4
-2.1 -5.3 0.1
3.5 1.3 0.7
-0.7 -0.7 -1.2
2.8 1.2 0.8
1.3 0.6 3.3
-0.6 3.2 1.5
-1.0 4.0 -0.2
-0.1 0.6 0.5
-1.7 0.0 -0.4
0.4 -0.7 -2.5
-0.4 -0.2 -0.6
1.2 -2.5 0.9
0.7 -0.7 -1.9

The calculation puts the relative energy (zero: lowest compared OMol25 entry of this formula, charge and spin) at 5.433 eV. The electronic energy is -459.4829 a.u. The calculation puts the HOMO energy (spin up / spin down) at -8.3 / -8.4 eV. As for the charge: 0. For the max |F|, the calculation gives 0.111 Eh/bohr.

=====

Entry 6:
ORCA calculation (ωB97M-V with the def2-TZVPD basis set) on a molecular structure, C15H12N6O2Ru.

Geometry (Å):
Ru: 0.136 0.048 0.052
C: -2.122 2.580 2.738
C: -1.500 1.319 2.257
O: -0.805 1.374 1.231
C: -1.681 0.047 2.987
C: -2.266 0.044 4.219
C: -2.424 -1.157 4.967
C: -1.982 -2.388 4.456
C: -1.413 -2.436 3.219
C: -1.247 -1.230 2.435
O: -0.756 -1.352 1.276
H: -1.958 3.366 2.008
H: -1.659 2.884 3.682
H: -3.190 2.447 2.918
H: -2.615 0.973 4.651
H: -2.896 -1.117 5.940
H: -2.100 -3.291 5.040
H: -1.069 -3.365 2.784
N: 2.087 -2.701 -2.408
C: 2.088 -2.076 -1.245
N: 1.035 -1.264 -1.232
C: 0.437 -1.443 -2.456
N: 1.057 -2.312 -3.196
C: -0.737 -0.650 -2.819
C: -1.321 -0.674 -4.074
N: -2.360 0.104 -4.360
C: -2.810 0.909 -3.405
C: -2.233 0.941 -2.140
N: -1.201 0.155 -1.854
H: 2.750 -3.384 -2.749
H: 2.827 -2.194 -0.469
H: -0.940 -1.325 -4.851
H: -3.649 1.549 -3.646
H: -2.598 1.600 -1.362
N: 2.494 2.092 -0.344
C: 1.604 1.356 -0.230

Forces on the atoms, in the same order (eV/Å):
0.5 0.4 -0.6
0.0 0.0 0.1
0.1 -0.1 0.1
-0.4 0.2 0.1
0.2 -0.1 -0.2
-0.1 -0.1 0.3
0.0 0.0 -0.1
-0.1 0.1 0.1
0.0 0.1 -0.1
-0.1 0.1 0.0
0.1 -0.3 0.1
0.0 0.0 0.0
0.0 0.0 0.0
0.0 0.0 0.0
0.0 -0.1 0.1
0.0 0.0 0.0
0.0 0.0 0.0
0.0 0.0 -0.1
0.0 -0.1 -0.2
0.0 0.1 -0.1
-0.2 0.1 0.2
0.0 0.0 0.0
0.2 -0.1 0.1
0.0 0.0 0.0
-0.1 0.1 -0.1
0.0 0.0 0.1
0.0 -0.1 -0.1
0.0 0.0 0.1
0.2 -0.1 0.3
0.0 0.0 0.0
0.0 0.0 0.0
0.0 0.0 0.0
0.0 0.0 0.0
0.0 0.0 0.0
-0.3 -0.2 0.0
0.2 -0.1 0.1

The spin multiplicity is 5. The electronic energy is -1152.0600 a.u. The calculation puts the HOMO energy (spin up / spin down) at -15.9 / -16.1 eV. As for the charge: +2. For the max |F|, the calculation gives 0.017 Eh/bohr.

=====

- Among the records above, which one has the lowest electronic energy?
  C15H12N6O2Ru